No. 1
{
  "formula": "C6H9NO",
  "method": "the ωB97M-V functional and the def2-TZVPD basis",
  "species": ["C", "C", "C", "C", "C", "C", "H", "H", "H", "H", "H", "H", "H", "H", "H", "N", "O"],
  "positions_angstrom": [[-2.274, 0.028, 0.052], [-0.840, 0.070, -0.415], [0.026, 0.777, 0.633], [0.043, -1.054, 0.095], [1.432, -0.652, -0.424], [1.435, 0.786, -0.087], [-2.781, 0.954, -0.190], [-2.781, -0.821, -0.467], [-2.322, -0.180, 1.113], [-0.733, 0.431, -1.452], [-0.307, 1.618, 1.236], [-0.169, -2.094, 0.125], [1.768, -0.853, -1.442], [3.288, -0.024, 0.036], [1.761, 1.561, -0.740], [2.370, -0.098, 0.518], [0.085, -0.450, 1.410]],
  "forces_ev_per_angstrom": [[-0.432, -1.359, -0.965], [-0.550, 0.890, 0.300], [1.355, 0.797, 0.535], [1.542, -0.349, 0.525], [-0.055, 0.310, -2.281], [-1.604, 0.270, 0.661], [-0.191, 0.132, 0.029], [0.029, 0.714, 0.320], [-0.043, 0.109, 0.212], [0.077, -0.386, 0.301], [-0.003, 0.179, -0.202], [-0.549, -0.908, -0.161], [-0.122, -0.556, 0.310], [-0.846, 0.006, 0.602], [-0.043, 0.436, -0.412], [1.943, -0.661, 0.765], [-0.506, 0.376, -0.538]],
  "homo_ev": -8.91,
  "orbital_gap_ev": 9.91
}

***

No. 2
{
  "formula": "C4H2N4S",
  "method": "the ωB97M-V functional and the def2-TZVPD basis",
  "species": ["C", "C", "C", "C", "N", "N", "N", "N", "S", "H", "H"],
  "positions_angstrom": [[-0.356, -0.800, 0.062], [0.462, 0.335, 0.012], [1.629, -1.528, -0.077], [3.124, 0.026, 0.008], [0.391, -1.963, -0.076], [2.867, -2.128, -0.008], [3.738, -1.231, 0.103], [1.762, -0.183, 0.025], [3.815, 1.475, -0.032], [-1.346, -1.024, 0.139], [0.326, 1.416, 0.128]],
  "forces_ev_per_angstrom": [[3.512, 0.155, -0.956], [-0.491, 0.199, 0.872], [-0.408, -1.751, 0.383], [-1.445, -2.141, 0.731], [0.551, 0.760, 0.381], [-1.587, -1.277, 0.010], [1.715, 1.942, -0.554], [-0.128, -0.100, -0.854], [1.309, 2.368, -0.028], [-2.743, 0.620, 0.141], [-0.284, -0.774, -0.127]],
  "s2": 2.02,
  "homo_ev": [-8.37, -9.34],
  "multiplicity": 3,
  "orbital_gap_ev": [8.84, 5.35]
}

***

No. 3
{
  "formula": "C12H12BrP",
  "method": "the ωB97M-V functional and the def2-TZVPD basis",
  "species": ["C", "C", "C", "P", "C", "C", "C", "C", "C", "C", "C", "Br", "C", "C", "H", "H", "H", "H", "H", "H", "H", "H", "H", "H", "H", "H"],
  "positions_angstrom": [[0.771, -2.725, 0.576], [1.067, -1.372, -0.019], [1.666, -0.338, 0.644], [1.818, 1.093, -0.438], [0.360, 2.084, 0.104], [-0.218, 1.975, 1.373], [-1.302, 2.701, 1.646], [-1.919, 3.513, 0.718], [-1.437, 3.606, -0.588], [-0.268, 2.910, -0.866], [0.802, 0.145, -1.708], [0.170, 0.960, -3.366], [0.602, -1.142, -1.364], [0.182, -2.255, -2.186], [-0.229, -2.937, 0.278], [1.115, -2.835, 1.650], [1.511, -3.449, 0.213], [2.024, -0.282, 1.627], [0.265, 1.386, 2.239], [-1.669, 2.810, 2.666], [-2.811, 4.018, 0.992], [-1.987, 3.827, -1.441], [0.278, 2.896, -1.798], [-0.638, -2.833, -1.684], [1.029, -2.880, -2.238], [-0.347, -1.832, -3.089]],
  "forces_ev_per_angstrom": [[2.697, 0.271, 1.146], [0.994, 0.087, 2.442], [-0.939, -0.267, -2.240], [-1.186, -0.380, -0.909], [-0.547, 0.460, -0.060], [3.067, -1.810, 0.777], [-1.925, 2.141, 1.498], [-0.029, -0.084, -1.171], [1.188, -2.073, 1.158], [1.541, -0.867, 1.352], [0.231, 0.646, -0.407], [0.570, -0.997, 0.602], [0.745, 2.104, 0.179], [-3.667, 0.431, -0.459], [-0.696, -0.897, 0.593], [-1.446, 0.701, -0.773], [-0.553, -0.192, -0.916], [0.359, -0.455, 1.225], [-0.756, 0.781, -1.744], [-0.026, -0.511, -0.110], [-0.688, 0.427, 0.189], [-1.124, 1.570, -1.051], [-0.656, 0.598, -0.280], [0.747, 0.296, -0.317], [0.803, -1.045, -1.079], [1.295, -0.936, 0.352]],
  "homo_ev": -8.38,
  "smiles": "Cc1cp(-c2ccccc2)c(Br)c1C",
  "orbital_gap_ev": 8.87
}